Record 1
C27H52BiOP2Si | wB97M-V/def2-TZVPD

The relative energy (zero: lowest compared OMol25 entry of this formula, charge and spin) comes out at 404.4 kJ/mol. The value obtained for the calculated total energy is -63173.1327 eV. Its net charge is +1. The calculation puts the LUMO energy (alpha / beta) at -4.969 / -4.959 eV. The value obtained for the HOMO-LUMO gap (alpha / beta) is 4.66 / 4.76 eV. The largest force on an atom is 3.8 eV/Å.

Element x y z (Å)
1 Bi 1.51318 -1.60038 -2.17441
2 C -1.14824 -0.24820 0.65903
3 C -0.83649 0.77871 -0.27399
4 C -1.19803 -1.20032 -1.44804
5 C -1.46538 -1.41610 -0.05553
6 C -0.94268 0.23145 -1.58773
7 C -1.04361 -0.17577 2.13840
8 H -1.02637 0.87581 2.46087
9 H -0.12211 -0.67148 2.51148
10 H -1.90481 -0.68905 2.60864
11 C -2.02710 -2.62024 0.57650
12 H -1.85184 -2.58565 1.65703
13 H -1.60279 -3.54897 0.17407
14 H -3.12124 -2.67081 0.44504
15 C -1.54192 -2.19728 -2.50263
16 H -2.20718 -2.97093 -2.06555
17 H -0.67365 -2.76824 -2.89396
18 H -2.05656 -1.69113 -3.33158
19 C -1.08371 0.99367 -2.85894
20 H -1.10540 2.08393 -2.66056
21 H -2.04816 0.74518 -3.34323
22 H -0.28965 0.82266 -3.60808
23 C -0.40137 2.13852 0.13075
24 H -0.94433 2.95350 -0.36147
25 H 0.66120 2.30557 -0.09253
26 H -0.49642 2.25764 1.21804
27 C 3.80847 2.44231 1.07532
28 C 2.73485 3.08110 1.62852
29 C 2.48594 4.55341 1.43056
30 C 3.44573 5.15366 0.29324
31 C 3.10248 4.85272 -1.14410
32 C 2.75538 3.68175 -1.69378
33 C 2.88623 2.27919 -1.19864
34 C 4.07026 1.91102 -0.29810
35 H 2.69892 5.12036 2.36852
36 H 4.47272 4.78403 0.51256
37 H 1.42984 4.83080 1.23799
38 H 5.06577 2.23166 -0.69501
39 H 4.72925 2.36357 1.68513
40 H 2.04855 2.57553 2.34376
41 H 4.10522 0.78657 -0.21970
42 H 2.03912 2.07636 -0.51993
43 H 2.17326 3.67465 -2.61005
44 H 2.77142 1.57040 -2.03905
45 H 3.41755 6.24467 0.47740
46 H 3.15953 5.73644 -1.80341
47 P 4.31666 -0.32338 -3.51096
48 P 1.80844 -1.42929 -5.20460
49 C 4.75456 -1.22524 -5.11645
50 C 3.54877 -1.86514 -5.80889
51 H 5.46948 -2.02548 -4.87128
52 H 5.26720 -0.49897 -5.78344
53 H 3.57353 -1.68565 -6.89764
54 H 3.55780 -2.95721 -5.66591
55 C 0.94995 -1.78366 -6.82194
56 H -0.07870 -1.38990 -6.78212
57 H 0.94215 -2.86416 -7.01573
58 H 1.47067 -1.29125 -7.66041
59 C 1.80548 0.39326 -5.47285
60 H 2.37987 0.67374 -6.36750
61 H 2.20685 0.94125 -4.60718
62 H 0.76502 0.71524 -5.64102
63 C 4.91550 -1.56979 -2.27373
64 H 4.47018 -1.28234 -1.30890
65 H 6.00687 -1.50294 -2.19982
66 H 4.61946 -2.59275 -2.54452
67 C 5.82767 0.76054 -3.35577
68 H 6.22391 1.09363 -4.32911
69 H 6.63968 0.20746 -2.85962
70 H 5.56862 1.62492 -2.73068
71 C 2.53823 -4.93689 0.92488
72 Si 1.55091 -3.33355 1.14666
73 C 0.42799 -3.96186 2.54719
74 C 2.39208 -1.91852 2.05525
75 O 1.09889 -2.78405 -0.32793
76 H 2.94301 -5.31319 1.87766
77 H 3.37189 -4.81557 0.22274
78 H 1.89995 -5.73837 0.51966
79 H 0.58528 -5.06049 2.58949
80 H 0.73750 -3.58377 3.53861
81 H -0.64524 -3.80899 2.47046
82 H 3.16449 -1.44800 1.42661
83 H 1.69658 -1.13194 2.38636
84 H 2.88290 -2.31832 2.96505

Record 2
C24H48NO14S4 | wB97M-V/def2-TZVPD

The relative energy (zero: lowest compared OMol25 entry of this formula, charge and spin) comes out at 0.0 kJ/mol. The value obtained for the calculated total energy is -99146.0743 eV. Its net charge is +1. The calculation puts the LUMO energy at -1.768 eV. The value obtained for the HOMO-LUMO gap is 10.38 eV. The largest force on an atom is 12.9 eV/Å.

Element x y z (Å)
1 N -28.84717 -31.80578 -11.79759
2 H -29.64989 -31.09470 -11.93630
3 H -29.37133 -32.65236 -11.52580
4 H -28.19843 -31.66955 -11.04117
5 H -28.27024 -32.04424 -12.69964
6 C -30.92309 -29.63384 -6.45989
7 C -29.81368 -30.73041 -6.73161
8 C -30.29357 -31.55487 -7.95861
9 O -29.27266 -31.32499 -8.85260
10 C -28.41189 -30.58593 -8.47059
11 O -27.38665 -30.15584 -9.08507
12 O -28.65787 -30.05512 -7.21280
13 H -31.75262 -30.01342 -6.01826
14 H -31.27784 -29.02040 -7.33732
15 H -30.77920 -28.76613 -5.66812
16 H -29.66025 -31.24999 -5.91095
17 H -31.07614 -31.26818 -8.55945
18 H -30.31258 -32.67871 -7.71170
19 C -25.10382 -31.53311 -18.93799
20 C -24.93041 -31.67172 -17.42362
21 C -24.95961 -30.43952 -16.61700
22 O -25.70655 -30.71560 -15.53367
23 C -26.14594 -32.07350 -15.60870
24 O -26.75676 -32.73523 -14.74350
25 O -25.84451 -32.52865 -16.75337
26 H -24.20211 -31.21812 -19.46450
27 H -26.10595 -31.08652 -19.05137
28 H -25.13865 -32.54466 -19.38951
29 H -23.97928 -31.96621 -17.14075
30 H -25.22496 -29.37001 -17.06910
31 H -23.87358 -30.09908 -16.37149
32 C -31.58320 -25.48073 -11.17878
33 C -32.07488 -26.08542 -12.35804
34 C -32.47178 -27.52598 -12.19504
35 S -31.36105 -28.16748 -10.99417
36 O -30.44024 -29.02472 -11.66823
37 O -31.98903 -28.70543 -9.79238
38 C -30.70851 -26.60063 -10.49487
39 H -32.34289 -25.30385 -10.55285
40 H -30.91881 -24.51694 -11.30388
41 H -31.36623 -26.06660 -12.90206
42 H -33.09894 -25.62835 -12.76931
43 H -32.36284 -28.20145 -13.17009
44 H -33.44123 -27.60191 -11.58397
45 H -29.74442 -26.50668 -11.06731
46 H -30.53141 -26.72249 -9.38472
47 C -28.27265 -28.72567 -16.63345
48 C -29.74303 -28.70371 -16.20169
49 C -29.77506 -28.49603 -14.67751
50 S -28.14962 -28.22600 -13.94480
51 O -27.67178 -29.42371 -13.34885
52 O -28.14199 -26.96487 -13.29676
53 C -27.39958 -28.00834 -15.51288
54 H -27.94166 -28.23672 -17.56829
55 H -27.91749 -29.76645 -16.63629
56 H -30.20499 -29.85885 -16.38184
57 H -30.16330 -27.95226 -16.93649
58 H -30.38793 -29.34872 -14.03344
59 H -30.26285 -27.52260 -14.29690
60 H -26.29582 -28.08424 -15.40216
61 H -27.55209 -27.00117 -15.85947
62 C -22.42510 -33.54826 -13.00047
63 C -23.18568 -33.86682 -14.19498
64 C -24.47195 -34.59011 -13.61038
65 S -24.78292 -33.79336 -12.10150
66 O -24.56689 -34.72429 -11.06351
67 O -25.87502 -32.90633 -11.97817
68 C -23.37453 -32.78561 -12.05251
69 H -21.53395 -32.74114 -13.23523
70 H -21.86805 -34.29288 -12.38007
71 H -22.47180 -34.47757 -14.91273
72 H -23.38792 -32.88517 -14.99283
73 H -24.14411 -35.47557 -13.18660
74 H -25.27943 -34.96970 -14.27271
75 H -22.94438 -32.57867 -11.10579
76 H -23.64068 -31.94970 -12.64756
77 C -30.99603 -32.46344 -17.93548
78 C -29.50591 -32.63740 -17.55780
79 C -29.49123 -33.71801 -16.48750
80 S -30.63520 -33.07474 -15.36500
81 O -29.94026 -32.11943 -14.53085
82 O -31.33748 -34.15836 -14.77335
83 C -31.69047 -32.16101 -16.52894
84 H -31.28542 -33.28853 -18.50830
85 H -31.07719 -31.33686 -18.53776
86 H -29.01024 -31.76377 -17.23389
87 H -29.07395 -32.85039 -18.67645
88 H -28.52018 -33.76620 -16.04221
89 H -29.75011 -34.70425 -16.78118
90 H -31.61675 -31.03136 -16.17798
91 H -32.78762 -32.61193 -16.51032

Record 3
C27H72N9NaO14 | wB97M-V/def2-TZVPD

The relative energy (zero: lowest compared OMol25 entry of this formula, charge and spin) comes out at 696.7 kJ/mol. The value obtained for the calculated total energy is -75646.2946 eV. The calculation puts the LUMO energy at -2.123 eV. The value obtained for the HOMO-LUMO gap is 4.98 eV. The largest force on an atom is 5.7 eV/Å.

Element x y z (Å)
1 Na 2.74668 1.01640 -29.63553
2 N 7.31753 -0.13687 -32.65810
3 O 7.47690 0.51373 -33.72708
4 O 8.12513 -0.92361 -32.18171
5 O 6.28924 -0.04136 -32.01818
6 C 13.01769 5.13805 -28.03291
7 O 12.76787 4.90156 -29.42964
8 C 12.38843 3.57046 -29.81618
9 C 11.76212 3.54519 -31.29207
10 N 12.89696 3.86849 -32.13067
11 C 12.59106 3.78004 -33.56433
12 C 13.78112 4.25718 -34.39262
13 O 14.13608 5.60281 -33.96328
14 C 13.58513 6.64264 -34.80242
15 H 12.25758 4.68453 -27.39679
16 H 12.96212 6.21915 -27.90543
17 H 14.02678 4.84039 -27.74787
18 H 11.67785 3.16745 -29.09454
19 H 13.28489 2.96492 -29.68282
20 H 11.02611 4.31527 -31.52311
21 H 11.30824 2.65283 -31.72310
22 H 13.29863 4.77808 -31.95347
23 H 11.66490 4.24723 -33.89906
24 H 12.43618 2.76099 -33.91882
25 H 13.53522 4.12510 -35.44627
26 H 14.60541 3.58633 -34.15053
27 H 14.15707 7.56527 -34.70374
28 H 12.52803 6.81469 -34.59983
29 H 13.68160 6.46746 -35.87392
30 C 3.93156 -2.07975 -41.31529
31 O 4.09110 -1.19564 -40.17270
32 C 3.77545 -1.82637 -38.95268
33 C 3.73527 -0.87103 -37.75266
34 N 2.69954 0.14804 -37.81166
35 C 3.04864 1.18185 -36.80605
36 C 2.26708 2.48021 -36.95563
37 O 3.15944 3.28966 -37.70471
38 C 2.91957 4.72951 -37.52996
39 H 4.63416 -2.90924 -41.23527
40 H 4.06708 -1.64828 -42.30704
41 H 2.96503 -2.57891 -41.38414
42 H 4.50144 -2.62365 -38.79335
43 H 2.79431 -2.29538 -39.02677
44 H 4.74252 -0.46262 -37.67052
45 H 3.53650 -1.43283 -36.83999
46 H 2.95112 0.53142 -38.71156
47 H 4.11194 1.39608 -36.91375
48 H 2.93024 0.65889 -35.85706
49 H 2.17611 2.81405 -35.92201
50 H 1.21246 2.43460 -37.22730
51 H 3.03469 5.01388 -36.48402
52 H 1.89659 4.94254 -37.84018
53 H 3.68095 5.31305 -38.04753
54 C 10.44209 -3.37925 -37.21189
55 O 11.77233 -3.52568 -37.64538
56 C 12.62154 -3.02320 -36.59264
57 C 14.06481 -2.84928 -37.03285
58 N 14.64371 -4.02670 -37.53256
59 C 14.97237 -5.13786 -36.59362
60 C 15.45646 -6.43363 -37.27003
61 O 14.44881 -7.04164 -38.08046
62 C 14.83527 -8.07925 -38.98268
63 H 9.86379 -3.87752 -37.98998
64 H 10.15640 -2.33489 -37.08623
65 H 10.32991 -3.81922 -36.22097
66 H 12.38837 -3.71128 -35.78007
67 H 12.24013 -2.06993 -36.22672
68 H 14.57428 -2.32808 -36.22235
69 H 13.99454 -2.10592 -37.82694
70 H 14.07367 -4.44120 -38.25599
71 H 14.07719 -5.25872 -35.98359
72 H 15.72377 -4.88197 -35.84660
73 H 15.86981 -7.05229 -36.47347
74 H 16.37147 -6.23265 -37.82722
75 H 15.19415 -8.93640 -38.41293
76 H 15.66940 -7.76593 -39.61050
77 H 13.98606 -8.29591 -39.63075
78 C 2.93934 -5.59685 -26.15137
79 O 3.14015 -4.64928 -27.22567
80 C 4.48546 -4.26676 -27.41833
81 C 4.54611 -2.87861 -28.19577
82 N 3.86952 -1.85260 -27.29847
83 C 4.74571 -1.26341 -26.26544
84 C 5.90763 -0.32852 -26.75109
85 O 5.34607 0.93851 -27.17745
86 C 6.33237 2.00915 -27.35803
87 H 2.02660 -6.09930 -26.47163
88 H 2.63101 -5.16739 -25.19816
89 H 3.81131 -6.25061 -26.13223
90 H 4.90474 -5.02462 -28.08010
91 H 5.01414 -4.17063 -26.46998
92 H 3.97734 -2.97928 -29.12014
93 H 5.56962 -2.56047 -28.39404
94 H 3.02218 -2.26427 -26.93426
95 H 5.16970 -2.05563 -25.64842
96 H 4.20395 -0.62586 -25.56677
97 H 6.43665 -0.90263 -27.51178
98 H 6.64667 -0.21676 -25.95773
99 H 6.97391 1.88049 -28.22980
100 H 6.96956 2.03955 -26.47420
101 H 5.76531 2.92724 -27.51179
102 C 9.62610 -5.05351 -28.70764
103 O 9.71287 -6.04374 -27.95185
104 N 9.49221 -3.84080 -28.27449
105 N 9.48123 -4.95791 -30.01662
106 H 9.50433 -3.67785 -27.27780
107 H 9.46110 -3.08560 -28.94442
108 H 9.24772 -5.78849 -30.54170
109 H 9.17871 -4.06780 -30.38578
110 C 4.37664 5.31302 -31.88335
111 O 3.41269 4.63120 -31.59379
112 N 5.55868 4.88768 -32.07091
113 N 4.39139 6.62726 -31.92177
114 H 5.65187 3.89427 -32.22760
115 H 6.26560 5.57271 -32.29697
116 H 5.22354 7.19942 -31.93757
117 H 3.45551 6.99543 -32.01491
118 C 9.40087 1.96025 -39.09167
119 O 9.15876 2.62527 -37.96312
120 H 8.51984 1.45734 -39.49037
121 H 9.61745 2.64769 -39.90936
122 H 10.27144 1.32015 -38.94853
123 H 8.76760 2.05569 -37.29666

Record 4
C6H11NO | wB97M-V/def2-TZVPD

The relative energy (zero: lowest compared OMol25 entry of this formula, charge and spin) comes out at 1109.1 kJ/mol. The value obtained for the calculated total energy is -9926.9599 eV. The calculation puts the LUMO energy at -0.762 eV. The value obtained for the HOMO-LUMO gap is 7.81 eV. The largest force on an atom is 8.6 eV/Å.

Element x y z (Å)
1 C 0.52682 -0.94162 -1.51162
2 C -0.60533 -0.30529 -0.45392
3 C -1.06681 -1.48549 0.56351
4 C -0.08641 -0.28375 0.92613
5 C 1.03262 0.63975 0.60261
6 C 0.36981 1.66868 -0.38872
7 H 0.07619 -2.12815 -2.01870
8 H 0.67275 -0.20414 -2.31704
9 H 1.42964 -1.29986 -0.89658
10 H -1.97008 -1.59644 1.08863
11 H -0.76102 -2.56835 0.17612
12 H -0.50873 0.93226 2.79660
13 H 1.58895 0.75330 1.43691
14 H 1.76584 0.02712 0.01294
15 H 0.14203 2.64502 0.10633
16 H 1.12230 1.51176 -1.46836
17 H -1.52246 1.07747 0.40495
18 N -1.00982 1.12597 -0.64217
19 O -1.19629 0.43175 1.58237